(1)
The following is a quantum chemistry calculation of a structure of composition C34H44Cl2InN4O2Si3, from the Open Molecules 2025 dataset.

```
90
Properties=species:S:1:pos:R:3:forces:R:3
N 3.1406 -0.9235 1.0031 0.04 -1.11 0.09
H -1.0292 -2.9605 -0.5449 -0.07 0.08 -0.25
C -1.4763 -2.8203 -1.5388 0.65 1.06 0.87
H 5.0916 -2.0957 2.4168 -0.14 -0.20 -0.65
H 1.1073 2.4217 -4.6739 0.09 0.42 0.16
H 2.7024 1.8965 -2.4659 0.20 0.14 0.07
H -0.3660 1.5188 -4.9047 -0.32 -0.01 -0.17
H -2.5358 -1.4208 -4.1614 -0.01 0.11 -0.17
Cl -4.1775 -3.4672 1.2537 -0.34 -0.28 -0.27
H -4.1430 -0.9236 -2.4497 0.15 0.31 0.16
Si 0.2987 1.5831 -2.4351 0.45 0.47 -0.63
H -1.8539 2.8635 2.4714 -0.14 0.06 -0.06
C -0.1228 3.3341 -1.8697 0.78 0.02 0.07
C -3.6455 -2.9435 3.8540 0.04 0.11 -1.12
C -3.4392 -2.5585 2.4997 0.25 -0.04 0.36
H -1.6131 -0.6414 6.5877 -0.07 -0.19 0.14
C -0.5179 0.8755 3.7576 0.12 0.14 0.62
O 1.0692 0.0008 1.0523 0.05 -0.71 -0.15
H 2.3413 0.2746 -1.8408 -0.01 0.54 0.27
H -4.3018 -3.7723 4.0764 0.02 -0.02 -0.02
H -1.0736 3.7681 -2.1430 -0.23 0.09 -0.25
C -3.8997 3.3851 -0.6629 0.41 0.14 -0.43
H 0.7000 3.9938 -2.2057 -0.43 -0.19 -0.05
C 1.7939 -1.0649 0.9685 -1.02 2.12 0.15
H 6.0826 3.4476 0.6918 -0.11 0.27 0.05
C -3.0003 -2.2798 4.8319 0.33 0.70 0.31
H -2.3403 2.6172 -3.9586 -0.01 -0.25 0.23
N -1.1571 0.2205 2.8122 0.21 0.33 0.49
Si -2.6955 1.0601 -1.9385 -0.30 -0.10 -1.04
C -0.9479 0.3489 -1.7758 -0.57 0.10 0.33
C -2.4339 3.0654 1.5767 0.33 0.25 0.01
H 0.4853 -2.8426 0.7727 -0.22 -0.06 0.02
H 1.9151 -5.0655 0.5139 -0.46 -0.04 -0.25
H -3.2373 4.8844 2.2802 -0.18 0.22 0.07
H 3.6016 -4.9083 0.0684 0.15 -0.01 -0.18
C -3.2321 4.1873 1.4615 0.57 -0.43 0.62
H 3.0287 1.1490 2.7029 0.17 0.11 -0.09
C 4.9997 -2.4603 1.3679 0.44 -0.52 0.95
C 4.8746 0.4068 -0.0571 -0.43 0.09 0.03
Cl -3.2233 -2.8083 6.4650 0.08 0.14 0.17
H -2.9916 1.0271 -4.3502 -0.04 0.14 0.08
H -0.0909 1.1867 5.8533 0.09 0.15 0.17
H 0.1416 1.6809 3.4443 -0.02 -0.10 -0.05
H 5.7830 -1.9947 0.7762 -0.05 -0.09 -0.09
H 6.3634 1.6238 -0.9546 0.02 0.25 -0.04
C -1.4539 -1.5630 -4.2269 -0.02 -0.30 -0.30
H 5.1177 -3.5567 1.3835 0.14 0.57 -0.10
O -2.3963 -1.2057 0.8623 0.42 0.18 0.62
H 3.1091 -4.9921 1.7378 0.29 -0.06 0.70
N 3.6821 -2.1975 0.8433 0.15 0.10 0.08
H -1.0346 -0.8664 -4.9604 -0.16 0.03 0.11
C -3.9593 4.3513 0.3052 -0.64 0.58 -0.05
Si -0.6987 -1.3809 -2.5101 0.05 -0.77 -0.28
C 5.6265 1.5739 -0.1673 -0.23 -1.17 0.07
C -2.1576 -1.1535 4.5322 -0.16 -0.59 1.49
H 1.7052 -1.8900 -1.8486 0.14 0.01 0.17
C 0.5455 1.5631 -4.3262 -0.16 -0.43 0.42
H 1.6687 -1.2693 -3.5031 -0.11 0.10 0.08
C -1.4760 -0.4171 5.5450 -0.12 0.05 -0.91
H 4.9701 -0.3777 -0.8051 -0.01 0.11 0.15
C 3.7671 1.2754 1.9156 -0.01 -0.01 -0.29
C 3.9311 0.2680 0.9716 0.64 0.04 -0.59
H -2.5358 -2.7570 -1.3443 -0.37 0.12 -0.18
H -5.0590 0.3030 -1.6019 -0.02 0.25 0.01
H -1.2526 -3.6990 -2.0958 0.07 -0.87 -0.61
H -1.3097 -2.5844 -4.6533 0.04 0.60 0.50
C 1.4645 -2.4206 0.8370 1.00 -0.27 0.07
H 4.3683 3.2321 2.4886 0.10 0.32 0.28
C -3.0458 1.8456 -3.6184 0.11 0.32 -0.27
C 2.8448 -4.5968 0.7779 0.28 0.84 -0.37
C -1.9713 -0.7928 3.2000 -0.27 -0.49 -1.10
C 5.4486 2.5780 0.7571 0.26 0.29 0.23
H 1.1565 0.7051 -4.6126 -0.08 -0.17 0.04
C 1.1320 -1.8761 -2.7705 -0.40 0.48 0.16
H 2.0955 1.7528 -0.7737 0.35 -0.37 -0.36
C -2.9660 2.3632 -0.5526 -0.38 -0.47 -1.16
N -2.2587 2.2180 0.5551 0.42 -0.23 1.03
In -0.9972 0.3151 0.4322 0.20 -0.53 0.15
H -4.0421 2.3040 -3.7293 0.18 -0.32 0.27
C 2.0501 1.3394 -1.7976 -0.51 -0.33 0.35
C -0.6512 0.5979 5.1517 -0.02 0.02 -1.11
H -4.4847 3.5151 -1.5554 -0.09 -0.20 -0.27
H -4.5834 5.2244 0.1331 0.05 -0.10 0.24
C 2.6702 -3.0992 0.8032 -0.74 -0.01 0.07
C -4.0763 -0.1626 -1.6523 0.08 -0.84 0.05
H -0.0568 3.3558 -0.7829 -0.08 0.02 0.28
C 4.5303 2.4413 1.7856 -0.49 -0.68 -0.10
H -3.9189 -0.7199 -0.7192 -0.08 0.14 -0.15
C -2.5982 -1.5298 2.1263 -0.23 0.21 0.10
H 1.1251 -2.8842 -3.1657 -0.08 -0.37 -0.08
```
Forces are in eV/Å.

## Properties
Net charge: +1
Highest occupied orbital energy, eV: -10.092
DFT total energy, a.u.: -3670.48540
Kohn-Sham gap, eV: 7.5
Energy relative to the best compared isomer or geometry (same formula, charge and spin), kcal per mole: 0.0

---

(2)
The following is a quantum chemistry calculation of a structure of composition C32H37BBiBrFN8S, from the Open Molecules 2025 dataset.

```
82
Properties=species:S:1:pos:R:3:forces:R:3
C 2.6056 5.3642 1.2018 0.04 0.01 0.02
C 0.4108 -0.6394 -4.5210 0.01 -0.02 0.00
H 1.4989 -1.8641 -5.9144 0.01 0.00 0.00
C 4.2308 -1.8585 1.3413 -0.02 0.00 0.00
H -2.9770 -1.3994 1.1547 0.00 0.00 0.00
C 3.4525 4.4354 1.7208 -0.01 0.00 0.01
H 1.9170 -4.4024 -0.1101 0.00 0.00 0.00
H 3.0681 2.1577 -2.2434 0.00 -0.02 -0.01
H -2.2186 -1.7652 -3.3880 0.01 0.00 0.00
C -5.0296 -0.8750 0.9374 -0.01 -0.01 0.01
C 0.4496 -0.0657 -3.2599 -0.01 0.09 -0.06
C -3.6702 -0.6451 0.7970 -0.04 0.02 0.00
H -6.2062 1.9945 -0.4374 -0.01 -0.01 0.00
H 5.2944 -1.6540 1.2389 0.00 0.00 0.00
F -7.2280 -0.1252 0.6130 -0.02 -0.01 0.00
C -1.1294 1.4851 -3.7943 -0.03 -0.03 0.01
H 3.0861 3.0775 -0.7435 -0.01 0.00 -0.05
H -1.3056 -4.2961 -1.9833 0.00 0.00 0.00
C 0.0103 -3.4705 -0.4164 -0.01 -0.04 -0.06
H -1.9525 1.4587 -5.7813 0.01 0.01 0.00
C -4.1141 1.4770 -0.2283 0.03 0.01 0.02
H 2.1940 -1.8152 -4.2895 0.01 0.00 0.00
H -3.7782 2.4026 -0.6839 -0.01 -0.01 0.02
N 0.2141 -1.0149 2.3012 0.03 -0.08 0.03
H -2.9347 1.4954 2.5771 -0.01 -0.02 -0.01
C 0.7217 3.8671 1.3264 -0.11 0.13 -0.08
C 1.2614 -1.8318 -4.8523 -0.02 0.01 0.01
C 2.6026 2.2462 -1.2609 0.01 -0.02 0.01
Br -2.1717 2.9581 -3.2035 -0.01 0.00 -0.04
C 0.9763 -2.4316 4.2206 0.00 0.00 -0.03
H 0.6007 -5.4990 -0.5419 0.01 0.00 0.01
C -0.7553 -0.5152 4.2222 0.02 -0.01 -0.01
Bi -0.9695 0.8905 -0.0587 -0.21 0.25 -0.03
N -0.6547 0.0153 2.0677 0.01 0.05 -0.06
S -0.9429 3.6980 1.0144 0.06 -0.01 0.13
C -5.9102 0.0907 0.4820 0.04 0.00 0.00
N 0.1121 -2.2272 0.0836 0.01 0.02 0.10
H 4.0292 -2.8384 0.9076 -0.01 0.00 0.00
H 4.4960 4.6686 1.8639 0.00 0.01 0.00
H 1.5479 2.4850 -1.4056 0.02 0.02 -0.02
H 4.9252 0.5999 -0.2040 0.00 0.00 0.00
C 1.5890 2.9061 1.8873 -0.01 -0.03 0.07
N -0.7858 -1.4172 -0.5394 -0.08 0.03 -0.08
H -0.5436 -0.4842 -6.4403 0.00 0.00 0.00
C -1.2618 1.0046 -5.0865 0.01 0.04 0.02
N 1.6645 0.3206 -0.0720 0.24 -0.16 0.05
H -2.8043 1.2490 4.3249 -0.02 0.00 -0.01
N 1.2996 5.0626 1.0203 0.03 -0.02 -0.02
C -1.4470 -2.1504 -1.4396 0.02 0.02 0.00
H -3.4506 -2.0883 -2.1668 -0.01 0.02 0.00
C 0.8573 -4.6128 0.0341 -0.01 0.02 0.02
H -1.7341 2.3873 3.5003 0.00 -0.01 0.00
H 1.6072 -2.6565 1.6955 0.01 0.00 -0.01
H 3.5659 2.4200 2.4832 -0.01 0.00 0.00
C 3.8985 0.3231 -0.0299 -0.01 0.05 -0.07
C -2.4950 -1.5947 -2.3465 -0.01 -0.01 0.05
H 0.7799 -2.4582 5.2900 0.00 -0.01 0.00
C 2.9181 3.1812 2.0678 -0.02 0.01 0.07
C -3.1926 0.5304 0.2150 0.00 -0.11 0.05
C 2.7392 0.9833 -0.4736 0.08 0.04 -0.04
H 0.7261 -3.4049 3.7993 0.00 -0.01 0.00
C -1.2501 0.3251 3.2310 0.04 0.03 0.00
H -5.4135 -1.7795 1.3899 -0.01 0.00 0.00
H 0.7020 -4.8317 1.0903 0.00 0.00 0.00
N 2.0967 -0.7583 0.6217 0.20 -0.05 -0.02
H 2.9105 6.3593 0.9135 -0.02 0.00 -0.01
B 1.0624 -1.7205 1.2007 -0.15 -0.02 0.02
C 0.1629 -1.3445 3.6023 -0.04 0.02 0.03
H 0.6801 5.7564 0.6208 0.00 0.00 0.00
C -5.4817 1.2662 -0.0993 -0.02 0.02 0.00
N -0.3107 0.9756 -2.9015 0.07 -0.21 0.03
H -2.6456 -0.5272 -2.2001 -0.01 0.00 0.00
H 1.1811 1.9456 2.1646 -0.03 -0.03 0.01
H -1.0346 -0.5196 5.2619 0.00 0.00 0.00
H 1.1154 -0.4427 -2.4898 -0.01 -0.03 -0.01
H 3.9953 -1.9150 2.4046 0.00 0.00 0.00
H 0.7397 -2.7569 -4.5975 0.00 0.00 -0.01
C -2.2399 1.4254 3.4111 0.03 0.01 0.00
C 3.4473 -0.7859 0.6604 -0.09 0.03 0.02
C -0.9755 -3.4616 -1.3880 0.05 0.01 -0.04
H 2.0431 -2.2693 4.0695 0.00 0.00 0.00
C -0.4724 -0.0759 -5.4392 -0.01 -0.02 -0.03
```
Forces are in eV/Å.

## Properties
Net charge: +1
Highest occupied orbital energy, eV: -10.423
DFT total energy, a.u.: -4991.12229
Kohn-Sham gap, eV: 7.8
Energy relative to the best compared isomer or geometry (same formula, charge and spin), kcal per mole: 0.0

---

(3)
The following is a quantum chemistry calculation of a cluster of 2 separate species, C3H6NO3 in total, from the Open Molecules 2025 dataset.

```
13
Properties=species:S:1:pos:R:3:forces:R:3
O -0.0314 -1.7628 -2.0387 -0.21 -0.33 -0.14
O 1.2988 -0.0947 -1.3939 0.34 -0.15 -0.30
H 1.6784 -1.2946 -2.9866 0.11 0.00 0.09
O -1.4597 1.2257 2.1811 -0.15 0.30 0.26
N -1.0707 0.1752 0.2217 -0.02 0.32 0.43
C 0.8178 0.7132 1.6457 0.69 -0.11 0.51
H 1.1645 1.6709 2.0385 -0.10 0.08 -0.20
C -0.6633 0.7604 1.3747 0.38 -0.90 -0.73
H 1.0466 -0.0041 2.4427 -0.45 0.00 0.07
H -0.4773 -0.2136 -0.5370 -0.08 0.33 0.68
C 0.9898 -1.0624 -2.1338 -0.16 0.41 0.15
H 1.4240 0.3803 0.8095 -0.20 0.27 -0.38
H -2.0718 0.1958 0.1586 -0.16 -0.21 -0.43
```
Forces are in eV/Å.

## Properties
Net charge: -1
Highest occupied orbital energy, eV: -4.896
DFT total energy, a.u.: -398.49096
Kohn-Sham gap, eV: 9.0
Energy relative to the best compared isomer or geometry (same formula, charge and spin), kcal per mole: 1.9

---

(4)
The following is a quantum chemistry calculation of the molecule C16H28N2O3, from the Open Molecules 2025 dataset.

```
49
Properties=species:S:1:pos:R:3:forces:R:3
O 2.2325 -1.9581 3.1405 0.15 -0.13 -0.24
H 0.0869 0.9132 4.6917 -0.12 -0.10 -0.01
H 0.2251 -1.1468 1.3287 0.03 -0.11 -0.03
H 0.9927 -1.8497 -1.4009 0.01 -0.11 -0.01
C -1.1112 3.0358 -5.2151 0.08 -0.16 -0.17
H 0.5309 2.5856 -6.5144 -0.03 -0.05 -0.08
N 0.6059 -1.1129 4.4252 -0.37 -0.25 0.37
H -0.6465 1.2819 -6.3687 0.03 -0.03 -0.09
C -1.6605 -0.2509 4.2482 0.39 0.09 0.17
C 0.0114 0.4245 -3.8442 0.46 0.14 0.08
H -0.1382 1.0576 2.4422 -0.04 0.10 -0.01
C 0.2471 -1.3537 -2.0252 0.00 0.14 0.06
N -1.9914 -1.5624 3.9947 -0.60 -0.14 -0.33
H -1.6631 3.5369 -6.0073 -0.10 0.09 0.00
H -0.5968 3.7918 -4.6255 0.02 0.11 0.09
H -0.7458 0.9790 -3.2903 -0.15 -0.01 0.01
C -0.4960 0.2434 -0.1411 0.00 -0.34 0.02
H 1.4070 0.4603 -2.2073 0.11 0.07 0.02
H 1.4981 -0.4283 0.3495 0.08 -0.12 0.00
C -0.8921 -0.8459 -1.1382 0.12 0.09 -0.04
H -1.8273 2.5277 -4.5747 -0.11 0.01 0.10
H 0.8284 -3.1649 4.3091 -0.24 0.10 0.13
H -0.4178 -0.1913 5.9773 0.02 0.07 -0.12
C 0.9444 -0.2803 -2.8621 -0.31 -0.20 -0.04
H -1.2931 -1.6985 -0.5837 -0.10 0.00 0.00
C 1.6007 -0.9847 3.4950 0.37 0.29 -0.01
H 1.7497 -0.7602 -3.4248 0.07 0.06 0.01
H 0.1893 -2.5881 5.8629 -0.04 0.00 -0.09
H -2.9162 -1.7244 3.6041 0.15 0.03 0.09
C -0.1101 2.0514 -5.8088 0.14 0.12 0.18
C 0.7748 1.3824 -4.7564 -0.31 -0.13 -0.17
H -0.1310 1.1218 -0.6756 -0.01 0.14 -0.01
C 0.1555 -2.4387 4.7758 0.32 -0.41 -0.01
H -0.1634 -2.1096 -2.6997 0.06 -0.08 0.00
C -0.2893 -0.0882 4.8896 -0.06 0.34 0.00
O -2.4079 0.6553 3.9921 -0.13 0.22 -0.01
H -1.3921 0.5480 0.4075 0.00 0.09 -0.01
H 1.2565 2.1533 -4.1497 0.10 0.03 0.03
H -0.4989 -0.3238 -4.4556 -0.11 -0.04 -0.02
C 0.8045 0.8391 1.9375 0.12 -0.25 -0.04
H 1.1395 1.7650 1.4641 -0.06 0.04 0.05
H 1.9749 1.1284 3.7484 0.04 0.01 0.03
C 1.8770 0.3974 2.9442 0.00 0.07 -0.15
C 0.5589 -0.2167 0.8615 -0.20 0.41 -0.04
H 1.5648 0.8257 -5.2672 0.08 0.00 0.05
H -1.6968 -0.4642 -1.7695 -0.09 -0.05 0.00
C -1.2598 -2.7002 4.2997 0.22 0.11 0.09
H 2.8368 0.3290 2.4290 -0.04 -0.04 0.13
O -1.7476 -3.7918 4.1875 0.02 -0.21 0.00
```
Forces are in eV/Å.

## Properties
Structure (SMILES): CCCCCCCCCCCC(=O)N1CC(=O)NC(=O)C1
Highest occupied orbital energy, eV: -9.816
DFT total energy, a.u.: -961.76076
Kohn-Sham gap, eV: 10.4
Energy relative to the best compared isomer or geometry (same formula, charge and spin), kcal per mole: 2.6